The following is a quantum chemistry calculation of a structure of composition C13H30AsF6N3O4PdS3Si2, from the Open Molecules 2025 dataset.

```
63
Properties=species:S:1:pos:R:3:forces:R:3
Pd -0.5858 0.3128 -0.0626 0.6 -0.2 -0.1
F -3.6706 -2.8778 2.1735 -0.1 0.0 0.0
C -2.3295 -2.9288 2.1615 -0.1 -0.1 0.0
F -1.9879 -4.0924 1.5839 0.1 -0.1 0.0
F -1.9285 -3.0099 3.4463 0.0 0.0 0.1
S -1.5699 -1.4310 1.3737 0.0 -0.8 0.1
O -2.2615 -0.4539 2.1927 0.2 -0.2 -0.4
O -0.1523 -1.7195 1.6303 -0.5 0.2 -0.2
N -2.1212 -1.8687 -0.0973 0.6 0.6 0.1
S -1.2945 -1.4778 -1.4489 0.0 -0.6 -0.2
O 0.1800 -1.6788 -1.4650 -0.6 0.2 0.2
O -1.9044 -0.6600 -2.4853 0.1 -0.2 0.4
C -1.7157 -3.1155 -2.2184 0.0 -0.1 0.1
F -1.1609 -3.1992 -3.4423 0.0 -0.1 -0.2
F -1.2443 -4.1674 -1.5163 0.0 0.0 0.0
F -3.0346 -3.3055 -2.3729 -0.1 0.0 0.0
C -1.4309 3.3298 -3.2597 0.3 -0.1 -0.2
Si -2.8315 2.7969 -2.1291 -0.1 0.1 0.2
C -3.8647 4.3628 -1.8696 -0.1 0.3 0.1
C -3.9505 1.7397 -3.1988 -0.2 -0.3 -0.1
As -2.4188 1.9323 -0.0197 0.2 0.3 -0.1
Si -0.2962 2.9160 0.2783 -0.5 0.7 0.3
C -0.5573 4.8034 0.3633 0.1 0.3 0.0
C 1.1819 2.8274 -0.8978 0.1 -0.2 -0.2
C 0.2938 2.5266 2.0306 0.1 -0.2 0.1
H -1.8472 3.7707 -4.1748 0.0 0.0 0.0
H -0.8143 2.4664 -3.5346 -0.1 0.1 0.0
H -0.7792 4.0662 -2.7817 -0.1 0.0 -0.1
H -4.2896 4.7379 -2.8114 0.0 0.0 0.1
H -3.2711 5.1592 -1.4041 -0.1 -0.1 -0.1
H -4.6857 4.1342 -1.1809 0.0 0.0 -0.1
H -4.1676 2.2581 -4.1416 0.0 0.0 0.0
H -4.8954 1.5432 -2.6789 0.0 0.0 -0.1
H -3.4905 0.7724 -3.4099 0.0 0.1 0.0
H -0.8247 5.2041 -0.6228 0.0 0.0 0.1
H 0.3458 5.3280 0.7127 -0.1 0.0 0.0
H -1.3858 5.0252 1.0431 0.1 0.0 0.0
H 0.9316 3.2873 -1.8569 0.1 0.0 0.1
H 1.5136 1.8076 -1.1037 0.0 0.0 0.0
H 2.0243 3.3704 -0.4485 -0.1 0.0 0.0
H -0.4999 2.8072 2.7309 0.1 0.1 0.0
H 1.2116 3.0817 2.2656 -0.1 0.0 0.0
H 0.4978 1.4644 2.1930 0.0 0.0 0.0
C 5.5331 -1.0891 2.8375 0.0 0.0 0.0
C 4.1140 -1.5687 3.1090 -0.1 0.0 -0.1
N 3.5379 -2.3010 2.0002 0.1 0.1 0.1
C 2.9228 -1.7161 0.9443 0.0 0.2 -0.2
S 2.7106 -0.0482 0.8037 0.1 -0.3 0.2
N 2.5190 -2.5430 -0.0412 -0.2 0.0 0.1
C 2.4909 -3.9969 0.0471 -0.1 0.2 0.0
C 1.3978 -4.5524 0.9499 0.0 0.0 0.1
H 5.9438 -0.5865 3.7176 0.0 0.0 0.0
H 5.5232 -0.3849 2.0045 0.0 0.0 0.0
H 6.1880 -1.9264 2.5802 0.0 0.0 0.0
H 3.4662 -0.7139 3.2971 0.0 0.0 0.0
H 4.0853 -2.2235 3.9821 0.0 0.0 0.0
H 3.6918 -3.2919 1.9655 -0.1 -0.1 0.1
H 1.8014 -2.1243 -0.6319 0.0 0.0 -0.1
H 3.4799 -4.3604 0.3443 0.1 0.0 0.0
H 2.3316 -4.3537 -0.9702 0.0 0.0 0.0
H 1.4962 -4.1941 1.9757 0.0 0.0 0.0
H 1.4221 -5.6473 0.9465 0.0 0.1 0.0
H 0.4268 -4.2231 0.5920 -0.1 0.0 0.0
```
Forces are in eV/Å.

- DFT total energy: -5715.06277 Ha
- HOMO-LUMO gap: 5.0 eV
- Energy above the lowest of the compared OMol25 structures with the same formula, charge and spin: 103.5 kJ/mol
- LUMO level: 4.438 eV
- Spin multiplicity: 1
- Maximum force: 0.90 eV/A
- Charge: -2